{
  "formula": "C49H41BrClN5O3SSrTe",
  "method": "the ωB97M-V functional and the def2-TZVPD basis",
  "symbols": ["Sr", "Cl", "C", "C", "C", "C", "O", "C", "C", "O", "C", "H", "H", "H", "H", "C", "C", "N", "C", "C", "C", "C", "C", "C", "C", "C", "C", "N", "C", "H", "H", "H", "H", "H", "H", "H", "H", "C", "C", "C", "C", "C", "Br", "N", "C", "H", "H", "H", "H", "H", "H", "S", "C", "N", "C", "C", "C", "C", "C", "C", "Te", "N", "C", "O", "C", "C", "C", "C", "C", "C", "C", "C", "C", "C", "C", "C", "C", "C", "C", "C", "H", "H", "H", "H", "H", "H", "H", "H", "H", "H", "H", "H", "H", "H", "H", "H", "H", "H", "H", "H", "H", "H", "H"],
  "positions_angstrom": [[1.008, -0.071, 1.523], [-3.337, 4.834, 5.694], [-2.310, 3.962, 4.574], [-1.414, 4.678, 3.762], [-0.602, 4.028, 2.876], [-0.620, 2.601, 2.738], [0.134, 2.014, 1.910], [-1.554, 1.900, 3.576], [-1.736, 0.464, 3.548], [-1.138, -0.369, 2.876], [-2.379, 2.603, 4.476], [-1.379, 5.758, 3.843], [0.081, 4.575, 2.239], [-2.534, 0.109, 4.231], [-3.075, 2.048, 5.096], [2.051, -3.260, 4.994], [1.385, -2.347, 4.160], [1.900, -1.189, 3.812], [3.125, -0.860, 4.274], [3.848, -1.682, 5.140], [3.281, -2.918, 5.489], [5.129, -1.241, 5.638], [5.640, -0.051, 5.276], [4.936, 0.809, 4.357], [5.443, 2.049, 3.931], [4.732, 2.798, 3.034], [3.512, 2.290, 2.551], [3.021, 1.138, 2.941], [3.703, 0.405, 3.842], [1.591, -4.210, 5.227], [0.405, -2.574, 3.759], [3.826, -3.589, 6.142], [5.667, -1.892, 6.317], [6.599, 0.281, 5.656], [6.397, 2.395, 4.312], [5.094, 3.755, 2.684], [2.923, 2.829, 1.814], [4.848, 3.611, -3.065], [3.419, 3.564, -2.612], [2.359, 3.868, -3.457], [1.056, 3.722, -3.015], [0.874, 3.283, -1.715], [-0.894, 2.937, -1.100], [1.848, 3.030, -0.871], [3.093, 3.159, -1.324], [4.944, 4.167, -3.999], [5.218, 2.596, -3.219], [5.491, 4.081, -2.319], [2.554, 4.200, -4.471], [0.208, 3.916, -3.656], [3.884, 2.901, -0.626], [4.827, 0.340, -2.148], [3.618, 0.197, -1.009], [2.776, 0.104, -0.208], [-7.506, 0.047, -4.621], [-6.223, -0.374, -3.957], [-5.389, -1.322, -4.541], [-4.185, -1.695, -3.955], [-3.311, -2.704, -4.654], [-3.802, -1.111, -2.743], [-1.944, -1.819, -1.706], [-0.458, -1.446, -0.144], [-0.016, -2.484, 0.511], [1.065, -2.442, 1.202], [-0.704, -3.824, 0.566], [-0.013, -4.982, 0.227], [-0.636, -6.217, 0.315], [-1.947, -6.310, 0.770], [-2.633, -5.159, 1.129], [-2.015, -3.920, 1.019], [-0.762, -0.536, -2.895], [-1.348, 0.558, -3.525], [-0.597, 1.406, -4.324], [0.761, 1.174, -4.479], [1.346, 0.088, -3.851], [0.606, -0.794, -3.061], [1.333, -1.947, -2.427], [-4.621, -0.159, -2.137], [-4.290, 0.544, -0.842], [-5.822, 0.195, -2.759], [-7.812, -0.674, -5.379], [-7.394, 1.016, -5.113], [-8.317, 0.142, -3.897], [-5.682, -1.778, -5.483], [-3.747, -2.991, -5.612], [-3.176, -3.606, -4.054], [-2.314, -2.297, -4.839], [1.016, -4.902, -0.102], [-0.097, -7.113, 0.032], [-2.426, -7.278, 0.850], [-3.653, -5.223, 1.489], [-2.541, -3.013, 1.294], [-2.404, 0.756, -3.397], [-1.076, 2.250, -4.807], [1.370, 1.843, -5.075], [2.412, -0.080, -3.946], [2.274, -2.120, -2.948], [0.741, -2.866, -2.453], [1.562, -1.727, -1.383], [-3.293, 0.309, -0.472], [-5.004, 0.272, -0.061], [-4.351, 1.626, -0.977], [-6.452, 0.945, -2.288]],
  "atomic_forces_ev_per_a": [[0.17, 0.13, -0.23], [0.03, -0.03, -0.02], [-0.04, -0.02, 0.03], [0.04, 0.06, -0.03], [-0.03, 0.03, 0.06], [-0.04, -0.16, -0.16], [-0.35, 0.91, 0.46], [-0.17, -0.15, 0.13], [0.04, 0.17, -0.08], [-0.10, 0.05, 0.24], [0.02, 0.06, 0.01], [0.00, -0.01, 0.00], [0.00, -0.01, -0.01], [0.00, 0.00, 0.00], [-0.01, 0.00, -0.01], [-0.04, 0.08, -0.02], [0.01, -0.05, 0.09], [0.21, -0.05, 0.08], [-0.15, 0.16, -0.14], [0.30, 0.08, 0.15], [-0.01, -0.07, 0.03], [-0.20, -0.17, -0.03], [-0.02, 0.22, -0.14], [0.24, -0.12, 0.19], [0.05, 0.01, 0.01], [-0.12, -0.04, -0.05], [0.08, 0.07, -0.07], [-0.06, -0.14, 0.14], [-0.19, -0.04, -0.08], [-0.01, 0.01, 0.01], [0.02, -0.02, -0.05], [0.00, 0.01, 0.00], [0.00, 0.00, 0.00], [0.00, -0.01, 0.00], [0.00, -0.01, 0.01], [0.00, 0.00, -0.01], [-0.01, 0.01, 0.00], [0.04, 0.15, -0.12], [0.04, 0.04, -0.12], [0.05, 0.07, 0.13], [0.05, 0.22, 0.12], [-0.02, -0.07, 0.06], [-0.05, 0.22, 0.07], [0.04, 0.03, -0.08], [-0.01, 0.06, 0.11], [-0.01, 0.06, 0.00], [-0.06, 0.13, 0.02], [-0.01, 0.00, 0.02], [0.00, -0.01, -0.02], [0.04, 0.04, 0.05], [-0.02, 0.04, -0.01], [-0.50, -0.38, 0.57], [0.58, -0.07, -0.43], [0.54, 0.10, -0.36], [-0.05, 0.00, -0.03], [0.06, -0.03, 0.02], [-0.03, 0.02, -0.01], [0.01, -0.06, -0.07], [0.03, -0.01, -0.03], [0.10, 0.05, 0.24], [0.03, -0.17, -0.02], [-0.10, -0.06, 0.00], [0.08, -0.47, 0.19], [-0.19, -0.53, -0.19], [-0.23, 0.06, -0.01], [0.01, 0.02, -0.02], [-0.02, -0.03, 0.00], [0.04, -0.01, 0.00], [0.01, 0.02, -0.02], [-0.05, -0.02, 0.00], [-0.01, 0.09, -0.05], [0.00, -0.03, -0.15], [-0.03, -0.16, -0.08], [-0.06, -0.20, -0.11], [0.00, 0.03, 0.01], [0.06, 0.02, 0.07], [0.04, -0.05, -0.04], [-0.14, 0.05, 0.00], [0.06, 0.00, 0.00], [0.01, 0.01, -0.01], [0.01, 0.00, 0.00], [0.01, 0.00, 0.00], [0.01, 0.00, 0.01], [0.00, 0.00, 0.00], [0.01, 0.00, 0.00], [-0.02, 0.01, 0.01], [-0.01, 0.02, 0.00], [0.00, 0.01, 0.01], [0.00, 0.00, 0.00], [-0.01, 0.00, -0.01], [0.01, 0.00, 0.01], [0.00, 0.00, 0.00], [0.03, 0.01, 0.01], [-0.01, 0.00, 0.01], [-0.03, -0.09, -0.02], [0.02, -0.01, -0.01], [0.01, -0.02, -0.03], [-0.03, 0.01, -0.01], [0.01, -0.05, -0.17], [0.02, 0.00, -0.04], [-0.01, 0.00, 0.00], [-0.01, 0.00, 0.01], [-0.01, -0.01, 0.00]],
  "lowdin_spin": [0.004, 0.000, 0.000, 0.000, 0.000, 0.000, 0.000, 0.000, 0.000, 0.000, 0.000, 0.000, 0.000, 0.000, 0.000, 0.000, 0.001, 0.000, 0.000, 0.000, 0.000, 0.000, 0.000, 0.000, 0.000, 0.000, 0.000, 0.000, 0.000, 0.000, 0.000, 0.000, 0.000, 0.000, 0.000, 0.000, 0.000, 0.000, 0.000, 0.000, 0.000, 0.000, 0.000, 0.000, 0.000, 0.000, 0.000, 0.000, 0.000, 0.000, 0.000, 0.000, 0.000, 0.000, 0.000, -0.003, 0.009, 0.024, 0.007, 0.164, 0.324, 0.311, 0.027, 0.029, 0.002, 0.001, 0.001, -0.001, 0.001, 0.002, 0.006, 0.011, -0.001, 0.012, -0.002, 0.010, 0.005, 0.008, 0.018, 0.003, 0.000, 0.000, 0.000, 0.002, 0.001, 0.001, 0.001, 0.000, 0.000, 0.000, 0.000, 0.003, 0.000, 0.000, 0.001, 0.000, 0.000, 0.002, 0.001, 0.014, 0.000, 0.000, 0.000],
  "orbital_gap_ev": [6.0, 7.0],
  "total_charge": -1,
  "lumo_ev": [1.89, 1.89],
  "relative_energy_kcal_mol": 22.4,
  "e_homo_ev": [-4.10, -5.15],
  "total_energy_ev": -166606.57891,
  "spin_multiplicity": 2
}

=====

{
  "formula": "C19H21AsF6IN4O6S5Ti",
  "method": "the ωB97M-V functional and the def2-TZVPD basis",
  "symbols": ["Ti", "S", "C", "S", "S", "I", "C", "C", "C", "C", "C", "C", "C", "O", "O", "H", "H", "H", "H", "C", "As", "C", "C", "H", "H", "H", "H", "H", "H", "H", "H", "H", "N", "C", "F", "C", "F", "F", "S", "O", "O", "N", "S", "O", "O", "C", "F", "F", "F", "C", "C", "C", "C", "N", "N", "C", "H", "H", "H", "H", "H", "H", "H", "H"],
  "positions_angstrom": [[-0.473, -0.527, 0.401], [-4.451, 1.374, -1.835], [-3.083, 0.769, -1.107], [-3.019, -0.658, -0.115], [-1.470, 1.358, -1.273], [1.771, -0.688, -6.751], [1.179, -1.594, -4.910], [0.022, -1.105, -4.269], [-0.271, -1.692, -3.041], [0.533, -2.721, -2.532], [1.596, -3.213, -3.256], [1.970, -2.661, -4.455], [0.361, -3.321, -1.149], [0.827, -4.446, -0.954], [-0.216, -2.473, -0.284], [-0.598, -0.329, -4.689], [-1.127, -1.333, -2.481], [2.116, -4.055, -2.806], [2.813, -3.006, -5.060], [-3.312, -1.481, 3.210], [-1.499, -1.722, 2.660], [-0.674, -1.536, 4.389], [-1.466, -3.615, 2.325], [-3.624, -2.152, 4.007], [-3.953, -1.574, 2.335], [-3.403, -0.450, 3.541], [-1.190, -2.154, 5.128], [-0.822, -0.480, 4.663], [0.390, -1.701, 4.317], [-1.761, -4.304, 3.131], [-0.480, -3.883, 1.980], [-2.129, -3.830, 1.477], [2.218, -0.792, 2.714], [1.353, -0.769, 1.932], [0.584, 2.261, 4.387], [1.088, 2.879, 3.323], [2.340, 2.487, 3.128], [1.149, 4.197, 3.623], [0.085, 2.572, 1.693], [-0.515, 1.234, 1.735], [1.094, 2.835, 0.692], [-1.046, 3.603, 1.670], [-2.499, 3.453, 2.244], [-2.519, 3.554, 3.680], [-3.272, 2.428, 1.632], [-3.188, 5.020, 1.536], [-4.454, 5.092, 1.977], [-3.204, 4.976, 0.210], [-2.528, 6.109, 1.962], [2.464, 2.283, -3.830], [2.412, 1.337, -2.685], [3.302, 0.381, -2.234], [2.640, -0.296, -1.183], [1.409, 0.214, -1.017], [1.326, 1.202, -1.930], [3.162, -1.406, -0.350], [3.500, 2.460, -4.135], [1.995, 3.229, -3.557], [1.934, 1.862, -4.700], [4.300, 0.206, -2.637], [0.457, 1.697, -2.042], [3.965, -1.913, -0.903], [2.380, -2.139, -0.160], [3.511, -1.056, 0.625]],
  "atomic_forces_ev_per_a": [[0.24, 0.55, -0.44], [0.44, -0.12, 0.24], [-0.07, -0.41, -0.18], [0.12, -0.14, 0.22], [-0.10, -0.10, 0.28], [-0.15, -0.14, 0.29], [-0.19, 0.22, -0.48], [1.29, -1.06, 0.07], [0.10, -0.14, 0.15], [-0.64, 0.38, 0.09], [0.46, -0.70, 0.27], [-0.57, 1.03, -0.81], [-0.49, 1.39, 0.83], [-0.87, 1.11, 0.60], [1.05, -1.58, -1.03], [0.08, 0.09, 0.00], [0.02, -0.04, 0.09], [0.10, 0.15, -0.19], [-0.26, 0.09, 0.37], [-0.60, 0.38, -0.10], [0.31, -0.11, -0.45], [-0.29, 0.64, 0.30], [-0.39, -1.00, -0.18], [0.09, -0.12, 0.02], [-0.09, -0.11, 0.05], [-0.09, 0.15, 0.11], [0.22, -0.09, -0.07], [0.09, -0.24, -0.01], [0.22, -0.22, 0.10], [0.07, 0.51, 0.10], [0.39, -0.06, -0.08], [0.09, 0.24, 0.09], [-0.70, -0.01, -0.49], [0.08, -0.12, 0.10], [-0.12, -0.16, -0.21], [-0.10, 0.15, -0.35], [-0.10, -0.27, 0.03], [-0.39, -0.31, -0.39], [0.47, -0.29, -0.88], [0.74, 0.12, 0.57], [-0.70, -0.10, 0.92], [0.36, 1.21, -0.03], [0.37, -0.30, 0.29], [-0.21, 0.37, -0.07], [-0.43, -0.25, -0.12], [0.03, -0.55, 0.46], [-0.04, 0.33, -0.09], [0.12, 0.29, 0.24], [-0.21, -0.15, -0.30], [-0.02, -0.06, -0.30], [0.29, -0.52, 0.12], [0.29, -0.05, -0.03], [-0.38, 0.46, -0.20], [0.56, -0.30, -0.06], [-0.23, -0.07, 0.14], [0.27, -0.40, -0.23], [-0.17, 0.03, 0.11], [0.04, 0.06, -0.10], [0.12, 0.18, 0.27], [-0.37, -0.05, 0.26], [-0.16, 0.12, 0.01], [-0.07, 0.13, 0.21], [0.05, 0.01, 0.11], [0.04, -0.07, -0.25]],
  "lowdin_spin": [0.993, -0.006, 0.002, -0.021, -0.019, 0.000, 0.000, 0.000, 0.001, 0.001, 0.000, 0.000, 0.004, 0.002, 0.023, 0.000, 0.001, 0.000, 0.000, -0.002, -0.003, -0.002, 0.001, 0.000, 0.000, 0.000, 0.000, 0.000, 0.000, 0.000, 0.000, 0.000, 0.001, -0.007, 0.000, 0.000, 0.000, 0.000, 0.002, 0.017, 0.001, 0.000, 0.000, 0.000, 0.000, 0.000, 0.000, 0.000, 0.000, 0.001, 0.003, 0.000, 0.004, 0.001, 0.000, 0.000, 0.000, 0.000, 0.000, 0.000, 0.000, 0.000, 0.000, 0.000],
  "orbital_gap_ev": [5.8, 5.7],
  "total_charge": -2,
  "lumo_ev": [3.32, 3.32],
  "relative_energy_kcal_mol": 0.0,
  "e_homo_ev": [-2.44, -2.42],
  "total_energy_ev": -200829.84880,
  "spin_multiplicity": 2
}

=====

{
  "formula": "C5H10O",
  "method": "the ωB97M-V functional and the def2-TZVPD basis",
  "symbols": ["O", "C", "C", "C", "C", "C", "H", "H", "H", "H", "H", "H", "H", "H", "H", "H"],
  "positions_angstrom": [[2.718, 0.269, 0.032], [1.541, -0.241, 0.475], [0.330, -0.029, -0.322], [-0.469, -1.232, 0.113], [-1.860, 0.486, -0.425], [-0.635, 1.218, -0.135], [3.352, 0.340, 0.758], [0.645, -1.736, 0.429], [1.417, -0.241, 1.562], [0.563, -0.107, -1.388], [-0.996, -1.166, 1.063], [-0.869, -1.924, -0.626], [-2.126, 0.319, -1.465], [-2.687, 0.449, 0.275], [-0.604, 1.583, 0.896], [-0.364, 2.045, -0.800]],
  "atomic_forces_ev_per_a": [[0.52, 0.40, -0.05], [0.51, 0.92, 0.56], [-0.22, 0.51, -0.30], [2.44, -2.14, 0.74], [-1.74, 1.32, -0.55], [0.77, -0.23, 0.17], [-0.14, -0.06, -0.17], [-2.01, -0.54, -0.20], [-0.01, -0.07, -0.13], [0.01, -0.01, 0.07], [-0.05, 0.08, -0.25], [-0.23, 0.35, 0.09], [0.08, -0.16, 0.09], [0.15, -0.08, -0.03], [0.06, -0.09, -0.08], [-0.13, -0.19, 0.04]],
  "mulliken_charge": [-0.477, -0.835, 0.662, -1.183, -0.825, -0.422, 0.376, 0.369, 0.298, 0.214, 0.314, 0.365, 0.283, 0.331, 0.250, 0.278],
  "orbital_gap_ev": [7.7, 8.2],
  "total_charge": 0,
  "lumo_ev": [0.76, 0.79],
  "relative_energy_kcal_mol": 127.7,
  "e_homo_ev": [-6.93, -7.42],
  "total_energy_ev": -7389.22987
}